The following is a DFT calculation (ωB97M-V/def2-TZVPD) of a molecular structure, C4H7NO2 in a non-equilibrium geometry.

Calculated values
charge: 0

Positions of all 14 atoms, in Å:
C 0.7957 0.6769 -0.8544
C -0.0322 -1.3346 0.3321
N 0.4974 -2.4119 0.0612
O -0.0968 -0.6779 1.4623
C -0.6424 0.6361 1.2406
C -0.7875 0.6602 -0.2791
O -1.3516 -0.5139 -0.6587
H 1.7279 0.4310 -0.2814
H 0.8698 0.1445 -1.8157
H 0.8526 1.7352 -1.0464
H 0.5408 -2.6844 -0.9090
H -1.5697 0.7081 1.8145
H 0.0899 1.3710 1.5793
H -1.3137 1.5689 -0.6296

Atoms 1-2, force components in eV/Å:
C -1.000 1.133 -0.224
C -2.974 -1.166 -0.516

natural (NBO) population analysis, charges in e, atoms 1 to 4: C -0.716; C 0.827; N -0.685; O -0.476

***

The following is a DFT calculation (ωB97M-V/def2-TZVPD) of C2H3FOS in the gas phase in a non-equilibrium geometry.

Calculated values
charge: 0
SMILES string: O=C(S)CF

Positions of all 8 atoms, in Å:
O 0.2551 -1.8529 -0.7423
C 0.0416 -0.7356 -0.5603
S 0.3605 0.5788 -1.9415
C -0.1477 -0.0682 0.8217
F -0.2837 1.2519 0.7508
H -0.1487 1.4685 -1.1209
H 0.8345 -0.0893 1.4318
H -0.9117 -0.5532 1.3608

Atoms 1-2, force components in eV/Å:
O -0.015 -3.285 -0.214
C 1.122 4.588 -0.488

natural (NBO) population analysis, charges in e, atoms 1 to 4: O -0.496; C 0.485; S -0.134; C -0.058

***

The following is a DFT calculation (ωB97M-V/def2-TZVPD) of a molecular structure, C42H106B2KN2O14Pb in a non-equilibrium geometry.

Calculated values
charge: +1

Positions of all 168 atoms, in Å:
Pb -0.4347 -3.0136 -2.0013
K -0.1843 0.3532 0.5631
B -1.3961 -0.5738 -2.0017
H -1.4143 -1.2327 -1.1476
H -2.3064 -0.6122 -2.5797
H -1.2075 0.4253 -1.6402
H -0.5499 -0.7488 -2.6480
B 1.0233 -2.0900 0.1564
H 1.2410 -3.1186 -0.0860
H 0.0968 -2.0745 0.7092
H 1.8324 -1.6434 0.7134
H 0.8510 -1.6242 -0.8015
C 2.4113 -0.1257 3.6715
O 2.4543 0.6581 2.4974
C 3.7377 1.2944 2.2159
C 3.7181 1.8571 0.7846
O 2.6499 2.8763 0.5957
C 3.0137 4.1352 1.1004
H 3.1884 0.1385 4.3887
H 2.6808 -1.1534 3.4279
H 1.4150 -0.0385 4.1051
H 4.6076 0.6377 2.2324
H 3.9136 2.0797 2.9511
H 3.5470 1.0729 0.0472
H 4.6297 2.4044 0.5447
H 3.9005 4.6078 0.6779
H 3.1150 4.0489 2.1823
H 2.1774 4.7651 0.7971
C -3.4398 -2.6993 -4.0629
O -2.8679 -3.3532 -2.8764
C -3.8458 -3.3919 -1.8398
C -3.3543 -4.2550 -0.7097
O -2.0852 -3.8490 -0.3043
C -1.7019 -4.4792 0.8728
H -2.7496 -2.6358 -4.9042
H -3.8252 -1.7371 -3.7258
H -4.2746 -3.3202 -4.3877
H -4.7613 -3.8313 -2.2361
H -4.0990 -2.4000 -1.4655
H -3.2905 -5.2699 -1.1021
H -4.1124 -4.2290 0.0731
H -2.0271 -5.5163 0.9546
H -2.2284 -3.9104 1.6392
H -0.6351 -4.3271 1.0372
C -3.6862 -0.8467 1.2779
O -2.8616 -0.0035 2.0208
C -3.1164 1.3778 1.9036
C -2.2275 2.1509 2.9415
O -0.9101 1.6754 2.8058
C 0.0007 2.6133 3.3744
H -4.6843 -0.9006 1.7125
H -3.3185 -1.8703 1.2065
H -3.8601 -0.5348 0.2481
H -4.1574 1.6543 2.0711
H -3.0201 1.7364 0.8788
H -2.5494 1.9329 3.9598
H -2.2145 3.2277 2.7723
H 0.9825 2.2775 3.7082
H -0.4654 3.1693 4.1878
H 0.1561 3.3421 2.5789
C 1.0666 1.8949 -4.2105
O 2.0385 2.8555 -3.9277
C 2.8550 2.7105 -2.7545
C 4.1561 3.6521 -2.9396
O 3.9528 5.0435 -2.8343
C 3.1164 5.6221 -3.8717
H 0.6355 2.1612 -5.1756
H 0.3384 1.9097 -3.3996
H 1.4960 0.8937 -4.1735
H 3.3073 1.7426 -2.5386
H 2.2679 3.1724 -1.9607
H 4.6253 3.4583 -3.9042
H 5.0079 3.4236 -2.2990
H 3.2074 5.0786 -4.8121
H 3.4104 6.6488 -4.0898
H 2.0838 5.6402 -3.5232
C 3.0662 -2.3352 -2.9173
O 1.7759 -2.4555 -3.4576
C 1.6880 -2.1843 -4.8465
C 0.1955 -2.1770 -5.2120
O -0.4538 -3.3176 -4.6310
C -0.3826 -4.5225 -5.3979
H 3.0565 -2.4062 -1.8297
H 3.5876 -1.3913 -3.0764
H 3.7325 -3.1049 -3.3069
H 2.2535 -2.8784 -5.4682
H 2.1097 -1.2022 -5.0605
H 0.0675 -2.1313 -6.2935
H -0.1976 -1.2528 -4.7883
H -0.5307 -5.3657 -4.7233
H 0.6025 -4.6370 -5.8501
H -1.0885 -4.6049 -6.2244
C 8.3421 0.3692 -0.3994
O 6.9360 0.4708 -0.5328
C 6.2362 -0.5002 -1.3205
C 6.3752 -2.0297 -1.0165
O 6.1342 -2.4206 0.3078
C 4.7714 -2.5103 0.6110
H 8.7540 0.3747 -1.4086
H 8.7111 -0.5279 0.0977
H 8.7274 1.2056 0.1838
H 6.5147 -0.4468 -2.3730
H 5.2133 -0.1252 -1.3558
H 7.4345 -2.2511 -1.1465
H 5.9029 -2.6206 -1.8012
H 4.6518 -2.7524 1.6670
H 4.2809 -3.3465 0.1126
H 4.1427 -1.6444 0.4036
C -1.7867 -0.6155 7.2469
C -2.1616 -1.6607 6.1462
C -1.0051 -1.8150 5.0608
C 0.2092 -2.6260 5.5322
C -0.2229 -3.9682 6.0462
C -1.4429 -3.9481 7.0454
N -2.4927 -3.0465 6.5696
O -3.6877 -3.2076 7.2708
C -1.8868 -5.3896 7.0909
C -0.8782 -3.6032 8.4320
C -3.3096 -1.1458 5.2576
H -0.8073 -0.8118 7.6832
H -1.8560 0.3910 6.8343
H -2.5478 -0.8479 7.9918
H -1.4363 -2.2686 4.1684
H -0.7645 -0.8094 4.7159
H 0.9253 -2.7265 4.7166
H 0.6783 -2.0405 6.3230
H 0.5338 -4.6189 6.4845
H -0.5455 -4.3590 5.0812
H -0.9853 -5.9793 7.2575
H -2.3419 -5.6606 6.1383
H -2.6192 -5.5595 7.8801
H -0.5287 -2.5814 8.5799
H -0.0432 -4.2626 8.6687
H -1.7303 -3.6923 9.1059
H -3.6911 -1.8072 4.4798
H -4.1412 -0.8672 5.9048
H -2.9781 -0.2621 4.7124
H -4.2793 -3.5083 6.5771
C -0.8717 4.1584 -1.0434
C -2.0362 4.4079 -2.0363
C -1.4140 5.1990 -3.2675
C -2.4591 5.4265 -4.3548
C -2.7724 4.0367 -5.0381
C -3.3534 3.0829 -3.9271
N -2.5063 3.1301 -2.7092
O -2.8674 2.0971 -1.7940
C -4.8414 3.4445 -3.6743
C -3.3146 1.6941 -4.6097
C -3.1178 5.1900 -1.3234
H -0.1370 3.5922 -1.6159
H -1.1965 3.5689 -0.1860
H -0.3721 5.0848 -0.7600
H -1.1298 6.2225 -3.0232
H -0.5237 4.7203 -3.6754
H -2.0632 6.0628 -5.1463
H -3.2233 6.0622 -3.9076
H -1.8305 3.5792 -5.3408
H -3.4165 4.1850 -5.9048
H -5.1671 4.4704 -3.5029
H -5.6033 3.2162 -4.4196
H -5.2401 2.8761 -2.8341
H -2.2549 1.4421 -4.6501
H -3.6748 0.8830 -3.9769
H -3.8167 1.6492 -5.5761
H -4.0918 5.0004 -1.7745
H -3.0428 6.2748 -1.3994
H -3.2603 4.8767 -0.2892
H -2.2350 1.3762 -1.8391

Atoms 1-2, force components in eV/Å:
Pb 0.434 -0.044 -0.085
K 0.261 0.538 0.616

Mulliken population analysis, charges in e, atoms 1 to 4: Pb 0.438; K -2.464; B 6.573; H -0.889

***

The following is a DFT calculation (ωB97M-V/def2-TZVPD) of a molecular structure, C24H20FFeN3O3S in a non-equilibrium geometry.

Calculated values
charge: -1
2S+1: 6

Positions of all 53 atoms, in Å:
Fe -0.1256 -0.3516 0.3547
N -1.6701 1.2385 1.4619
C -0.8496 2.4543 1.3109
C 0.5135 2.1691 1.9500
O 0.9354 2.8947 2.8614
N 1.0741 1.0927 1.4110
C 2.1728 0.4791 2.1159
C 1.8040 -0.9901 2.4880
O 2.5719 -1.6186 3.2122
O 0.7108 -1.4080 1.9687
H -2.6021 1.3838 1.0910
H -1.7610 1.0222 2.4485
H -1.2878 3.3414 1.7757
H -0.6951 2.6349 0.2442
H 2.4072 1.0173 3.0352
H 3.0751 0.4307 1.4948
S -2.7042 -1.1316 -3.6829
C -3.3068 0.4355 -3.2412
C -4.2721 1.1954 -3.8788
C -4.5830 2.4405 -3.3548
C -3.9174 2.9063 -2.2218
C -2.9613 2.1404 -1.5821
C -2.6439 0.8719 -2.0764
N -1.7404 -0.0160 -1.5513
C -1.6350 -1.0974 -2.2802
C -0.7060 -2.1584 -1.9994
C -0.6130 -3.2974 -2.8170
C 0.3844 -4.2226 -2.6007
C 1.2487 -4.0767 -1.5185
C 1.0809 -3.0072 -0.6417
C 0.1478 -2.0094 -0.8904
H -4.7662 0.8281 -4.7690
H -5.3383 3.0504 -3.8323
H -4.1528 3.8904 -1.8364
H -2.4453 2.5223 -0.7127
H -1.3299 -3.4412 -3.6210
H 0.4942 -5.0648 -3.2737
H 2.0405 -4.7978 -1.3526
H 1.7007 -2.9496 0.2458
F 4.6769 2.7524 -5.9456
C 3.8904 2.2994 -4.9408
C 2.6645 2.9094 -4.7213
C 1.8681 2.4541 -3.6964
C 2.2847 1.3904 -2.8467
C 1.5081 0.9639 -1.7766
C 3.5435 0.7905 -3.1333
C 4.3324 1.2362 -4.1678
H 2.3591 3.7284 -5.3592
H 0.9019 2.9108 -3.5206
H 1.8551 0.1831 -1.1198
H 0.5497 1.4244 -1.5775
H 3.8729 -0.0366 -2.5173
H 5.2863 0.7781 -4.3937

Atoms 1-2, force components in eV/Å:
Fe 0.311 0.103 1.674
N 0.103 -0.099 -0.439

natural (NBO) population analysis, charges in e, atoms 1 to 4: Fe 1.447; N -0.863; C -0.305; C 0.617

***

The following is a DFT calculation (ωB97M-V/def2-TZVPD) of C4H7NO in the gas phase in a non-equilibrium geometry.

Calculated values
charge: 0
SMILES string: N#CCCCO

Positions of all 13 atoms, in Å:
N -2.2349 1.5224 -0.0576
C -1.3489 1.0766 0.5697
C -1.1265 -0.4823 0.2489
C 0.0780 -0.6272 -0.6599
C 1.2484 0.2742 -0.2737
O 1.5917 0.0234 1.0621
H -0.9165 -0.7522 1.2812
H -1.9909 -1.0671 -0.0910
H 0.3891 -1.6786 -0.5854
H -0.2005 -0.4338 -1.7024
H 2.1349 0.0033 -0.8579
H 0.9987 1.3221 -0.5041
H 1.3773 0.8193 1.5701

Atoms 1-2, force components in eV/Å:
N 0.808 1.026 1.146
C -2.433 -1.120 -2.771

natural (NBO) population analysis, charges in e, atoms 1 to 4: N -0.244; C 0.130; C -0.401; C -0.432

***

The following is a DFT calculation (ωB97M-V/def2-TZVPD) of 2 unconnected molecules or ions with the total composition C2H6OS in a non-equilibrium geometry.

Calculated values
charge: 0
SMILES string: CC=O.S

Positions of all 10 atoms, in Å:
C 0.5236 1.3214 -0.1266
C 1.3900 0.0888 -0.5298
O 2.1750 -0.5516 0.0992
H 1.0324 2.2641 0.0318
H 0.0086 1.2155 0.8340
H -0.3453 1.3526 -0.7939
H 1.2770 -0.2049 -1.6071
S -1.4972 -1.8003 0.6850
H -2.3538 -1.5842 -0.3282
H -2.2103 -2.1015 1.7356

Atoms 1-2, force components in eV/Å:
C -0.731 -1.312 0.775
C -0.477 0.880 -1.106

natural (NBO) population analysis, charges in e, atoms 1 to 4: C -0.746; C 0.453; O -0.506; H 0.246

***

The following is a DFT calculation (ωB97M-V/def2-TZVPD) of 2 unconnected molecules or ions with the total composition C4H10N2O2 in a non-equilibrium geometry.

Calculated values
charge: 0
SMILES string: CC(N)=O.CC(N)=O

Positions of all 18 atoms, in Å:
C 0.5857 3.7278 -0.4429
C 0.7881 2.2846 -0.2174
N 1.0977 1.9152 1.1772
O 0.5963 1.3532 -0.9681
H 1.4217 4.3908 -0.4632
H -0.0751 4.2664 0.2373
H 0.1520 3.8620 -1.3801
H 1.1117 0.9454 1.4619
H 0.9798 2.5572 1.9796
C -0.5190 -3.3397 0.9325
C -0.8573 -2.4085 -0.1369
N -0.1855 -1.1158 0.0799
O -1.6666 -2.7429 -0.9907
H -0.2214 -2.9131 1.9168
H 0.3147 -4.0610 0.6314
H -1.3239 -3.9424 1.0850
H -0.1518 -0.3499 -0.4518
H -0.0163 -0.8199 1.0426

Atoms 1-2, force components in eV/Å:
C -0.272 1.076 0.290
C -0.099 -2.545 4.221

natural (NBO) population analysis, charges in e, atoms 1 to 4: C -0.740; C 0.710; N -0.878; O -0.592

***

The following is a DFT calculation (ωB97M-V/def2-TZVPD) of 2 unconnected molecules or ions with the total composition C4H13NOS in a non-equilibrium geometry.

Calculated values
charge: 0
SMILES string: CNCCCS.O

Positions of all 20 atoms, in Å:
C 0.4124 2.2034 -0.7421
N 0.8072 0.8772 -0.2414
C -0.0314 0.2760 0.7686
C -0.3652 -1.1718 0.4593
C -1.2192 -1.3063 -0.7950
S -2.8386 -0.4435 -0.7677
H 0.2909 2.1626 -1.8223
H 1.1904 2.9156 -0.4915
H -0.5570 2.4541 -0.3285
H 0.9693 0.2362 -0.9959
H -0.9851 0.7717 0.6861
H 0.0690 0.4546 1.8441
H -0.9071 -1.6686 1.2662
H 0.5143 -1.8078 0.3136
H -1.5028 -2.3387 -0.9953
H -0.7404 -1.0049 -1.7229
H -2.5503 0.6107 -1.5417
O 2.8055 -1.2044 1.8304
H 2.5157 -1.2290 0.9153
H 2.1225 -0.7871 2.3610

Atoms 1-2, force components in eV/Å:
C 0.362 -1.090 0.070
N 0.723 0.154 0.454

natural (NBO) population analysis, charges in e, atoms 1 to 4: C -0.408; N -0.640; C -0.243; C -0.430

***

The following is a DFT calculation (ωB97M-V/def2-TZVPD) of 9 unconnected molecules or ions with the total composition C26H70FN2O28S10 in a non-equilibrium geometry.

Calculated values
charge: -1

Positions of all 137 atoms, in Å:
C 4.0438 -2.5665 -1.2597
C 3.8628 -3.8922 -2.2071
F 3.6053 -3.5614 -3.6473
S 2.5323 -5.0902 -1.6583
O 3.1861 -6.3793 -1.0287
O 1.6808 -5.5733 -2.8901
N 1.3978 -4.4587 -0.4912
S 0.1918 -3.5044 -1.3866
N 0.9479 -2.5128 -2.6089
O -0.4248 -2.5279 -0.3167
O -0.9573 -4.4039 -1.9082
H 3.1705 -1.7953 -1.3731
H 4.1568 -2.8536 -0.1101
H 5.0340 -1.9922 -1.5767
H 4.8827 -4.4763 -2.1859
H 1.0410 -1.5117 -2.3243
H 0.5217 -2.6255 -3.5545
O 5.8540 -0.5895 -3.5814
S 5.8811 0.6367 -4.3467
O 5.2050 1.8382 -3.9001
O 5.4172 0.3176 -5.8789
C 4.1496 -0.2890 -6.0909
C 3.0158 0.6941 -5.8624
C 7.5692 1.0570 -4.6924
H 4.0366 -1.1776 -5.4592
H 4.1233 -0.6270 -7.1312
H 2.9680 1.0079 -4.8159
H 2.0530 0.2450 -6.1200
H 3.1618 1.5975 -6.4639
H 8.0879 0.1728 -5.0668
H 8.0262 1.3929 -3.7593
H 7.5913 1.8646 -5.4268
O 5.4702 -1.3432 1.1077
S 5.8522 -0.6922 2.3407
O 6.2174 0.7093 2.3905
O 7.0317 -1.5631 3.0584
C 8.2223 -1.8235 2.3275
C 9.0900 -0.5830 2.2148
C 4.5838 -0.9688 3.5493
H 7.9862 -2.2328 1.3385
H 8.7739 -2.5951 2.8730
H 8.5986 0.1917 1.6195
H 10.0438 -0.8172 1.7350
H 9.2824 -0.1560 3.2047
H 4.3204 -2.0279 3.5544
H 3.7173 -0.3681 3.2655
H 4.9498 -0.6513 4.5277
O 2.4412 -0.5372 5.7613
S 1.1300 -0.8425 6.2883
O 0.2326 0.1903 6.7660
O 1.2751 -1.9826 7.4475
C 2.1284 -1.7204 8.5533
C 1.5132 -0.7103 9.5049
C 0.2507 -1.8225 5.0999
H 3.1153 -1.3902 8.2093
H 2.2710 -2.6671 9.0829
H 1.4129 0.2705 9.0316
H 2.1329 -0.5880 10.3971
H 0.5093 -1.0270 9.8070
H 0.8978 -2.6307 4.7547
H -0.0155 -1.1722 4.2642
H -0.6549 -2.2170 5.5648
O -0.6597 0.5120 -4.6455
S -1.3035 1.6751 -5.2137
O -0.5497 2.8204 -5.6829
O -2.4591 2.1982 -4.1862
C -2.0846 2.5262 -2.8551
C -1.3209 3.8369 -2.7977
C -2.3735 1.1508 -6.5275
H -1.5066 1.7110 -2.4049
H -3.0072 2.6263 -2.2755
H -0.3595 3.7585 -3.3130
H -1.1216 4.1264 -1.7626
H -1.8869 4.6347 -3.2900
H -2.9787 0.3109 -6.1816
H -1.7450 0.8405 -7.3647
H -3.0037 1.9898 -6.8290
O -2.5787 1.8337 11.9300
S -3.5160 0.7340 11.8804
O -3.2118 -0.5633 12.4501
O -4.0065 0.5228 10.3378
C -3.0224 0.2893 9.3395
C -2.4493 -1.1129 9.4387
C -5.0665 1.2745 12.5508
H -2.2307 1.0454 9.3939
H -3.5134 0.4051 8.3686
H -1.8936 -1.2491 10.3706
H -1.7650 -1.3135 8.6102
H -3.2513 -1.8586 9.4292
H -5.3331 2.2345 12.1052
H -4.9424 1.3835 13.6301
H -5.8271 0.5201 12.3402
O 0.5714 -6.0505 -8.4789
S -0.7398 -6.3557 -7.9518
O -1.6372 -5.3229 -7.4741
O -0.5947 -7.4959 -6.7927
C 0.2586 -7.2336 -5.6868
C -0.3566 -6.2235 -4.7352
C -1.6191 -7.3357 -9.1402
H 1.2455 -6.9034 -6.0308
H 0.4012 -8.1803 -5.1573
H -0.4569 -5.2427 -5.2085
H 0.2631 -6.1012 -3.8431
H -1.3605 -6.5402 -4.4332
H -0.9720 -8.1439 -9.4855
H -1.8853 -6.6854 -9.9759
H -2.5247 -7.7302 -8.6753
O -4.3428 2.5634 6.5938
S -4.1464 3.7923 7.3296
O -5.0205 4.1874 8.4159
O -4.0354 5.0323 6.2738
C -5.1066 5.2465 5.3647
C -6.3193 5.8369 6.0612
C -2.4773 3.8394 7.9277
H -5.3626 4.3165 4.8441
H -4.7517 5.9528 4.6082
H -6.7439 5.1332 6.7825
H -7.1008 6.0855 5.3385
H -6.0436 6.7403 6.6154
H -1.7986 3.5811 7.1129
H -2.3918 3.1075 8.7334
H -2.2655 4.8391 8.3120
O -4.7895 4.0531 -7.3155
S -4.7623 5.2793 -8.0808
O -5.4384 6.4808 -7.6342
O -5.2263 4.9602 -9.6130
C -6.4939 4.3535 -9.8250
C -7.6277 5.3367 -9.5965
C -3.0742 5.6996 -8.4264
H -6.6068 3.4650 -9.1933
H -6.5202 4.0156 -10.8653
H -7.6755 5.6505 -8.5499
H -8.5904 4.8876 -9.8540
H -7.4817 6.2401 -10.1980
H -2.5555 4.8154 -8.8009
H -2.6173 6.0355 -7.4933
H -3.0522 6.5072 -9.1608

Atoms 1-2, force components in eV/Å:
C 0.284 0.368 -0.127
C 1.691 1.376 -0.720

Mulliken population analysis, charges in e, atoms 1 to 4: C -0.695; C 0.264; F -0.306; S 0.985

***

The records above yield E_tot values of -361.74237, -651.26399, -3668.48687, -3078.39354, -286.52373, -553.18407, -418.39295, -688.34076, -7330.41507 hartree, respectively.